1.
DFT (the ωB97M-V functional and the def2-TZVPD basis) results for a single CH2BrNO4 molecule at a distorted geometry.

Last column: Löwdin charge in e.
Geometry (Å):
O  -0.1047  1.7207  1.2119  0.092
N  -0.2279  1.2321  0.1100  -0.381
O  -0.6680  1.7218  -0.8665  0.131
C  -0.0211  -0.3390  -0.0380  -0.843
O  0.8783  -0.9428  0.7461  0.060
O  0.3854  -0.5505  -1.3381  0.005
Br  -1.9022  -1.0978  0.0891  0.706
H  0.9422  -0.3123  1.4854  0.126
H  0.7180  -1.4321  -1.4000  0.104

Force components x, y, z for each atom (eV/Å):
0.7 -0.4 0.1
-0.5 -1.8 0.8
-0.2 1.1 -1.1
0.0 -1.2 -2.8
-0.5 1.6 1.6
-1.0 1.8 0.3
0.7 0.4 0.5
0.4 -0.5 0.7
0.4 -1.1 0.0

Kohn-Sham gap   10.21 eV
Charge   0
Spin multiplicity   1
HOMO energy   -0.399 Ha
SMILES   O=[N+]([O-])C(O)(O)Br
ΔE to the lowest compared entry with this formula, charge and spin   1.5568 eV

---

2.
DFT (the ωB97M-V functional and the def2-TZVPD basis) results for a gas-phase ion, C3H8NO (charge +1) at a distorted geometry.

Last column: Löwdin charge in e.
Geometry (Å):
N  0.5788  1.2668  -0.6498  0.184
C  -0.1144  -0.0365  -0.9609  -0.101
C  -0.6734  -0.8042  0.2943  -0.121
C  0.0514  -0.8570  1.5688  -0.200
O  0.9700  -0.0888  1.8134  0.046
H  1.3338  1.4411  -1.3181  0.173
H  1.0150  1.2304  0.3021  0.151
H  -0.0692  2.0612  -0.7037  0.178
H  -0.9312  0.1267  -1.6550  0.132
H  0.7290  -0.6157  -1.4006  0.146
H  -0.8666  -1.8511  -0.0174  0.145
H  -1.6880  -0.4345  0.3150  0.125
H  -0.3351  -1.4383  2.4118  0.143

Force components x, y, z for each atom (eV/Å):
-0.2 0.7 0.5
1.8 -1.6 0.9
-0.7 -0.5 -2.6
0.6 2.2 1.3
-0.1 -0.5 -0.6
-0.2 0.0 0.0
-0.4 -0.3 -0.3
0.2 -0.1 0.2
0.2 0.1 -0.2
-1.0 0.1 0.0
0.3 0.4 -0.1
-0.5 0.1 1.2
-0.1 -0.6 -0.3

Kohn-Sham gap   11.00 eV
Charge   +1
Spin multiplicity   1
HOMO energy   -0.544 Ha
SMILES   [NH3+]CCC=O
ΔE to the lowest compared entry with this formula, charge and spin   0.1950 eV

---

3.
DFT (the ωB97M-V functional and the def2-TZVPD basis) results for a molecular structure, C23H28BrN5O2SZn.

Last column: Löwdin charge in e.
Geometry (Å):
Zn  -0.7895  -0.5953  0.2361  0.623
O  2.4490  -0.0628  2.6593  0.054
C  3.3338  0.3684  1.7289  -0.263
C  4.5053  0.9789  2.1771  -0.001
C  5.4551  1.4220  1.2800  -0.066
C  5.2656  1.2523  -0.0873  -0.083
C  4.1031  0.6573  -0.5358  -0.058
C  3.1196  0.2213  0.3558  -0.112
C  1.8490  -0.3697  -0.2395  -0.371
O  0.9905  -0.9304  0.6847  -0.330
N  1.1398  0.7179  -1.0337  0.038
N  -0.0150  1.1467  -0.4989  -0.097
C  -0.4348  2.3535  -0.5859  -0.157
C  -1.6300  2.8068  0.0731  -0.568
Br  -2.1531  1.6959  1.5702  0.833
C  -2.3539  3.9160  -0.1321  -0.080
C  -2.2370  4.9209  -1.1773  -0.214
C  -2.8477  6.1576  -0.9250  -0.025
C  -2.7897  7.1837  -1.8486  -0.054
C  -2.1230  6.9930  -3.0510  -0.053
C  -1.5278  5.7691  -3.3246  -0.062
C  -1.5863  4.7390  -2.4040  -0.036
H  1.6969  -0.4356  2.1659  0.054
H  4.6321  1.0996  3.2453  0.124
H  6.3551  1.8966  1.6478  0.113
H  6.0210  1.5737  -0.7913  0.107
H  3.9532  0.5037  -1.6011  0.117
H  2.1367  -1.1180  -0.9950  0.137
H  1.7750  1.4423  -1.3481  0.133
H  0.1580  3.0966  -1.1142  0.142
H  -3.1349  4.1201  0.5918  0.106
H  -3.3601  6.3117  0.0170  0.118
H  -3.2637  8.1315  -1.6330  0.115
H  -2.0832  7.7903  -3.7807  0.115
H  -1.0215  5.6156  -4.2683  0.113
H  -1.1722  3.7773  -2.6731  0.102
N  -3.5683  -4.7025  2.5564  0.210
C  -3.7935  -3.5498  1.6207  -0.126
C  -2.8386  -2.3953  1.9387  -0.232
N  -2.8128  -1.4027  0.8592  -0.065
H  -4.1853  -5.4866  2.3343  0.184
H  -3.7412  -4.4359  3.5281  0.183
H  -2.6033  -5.0336  2.4918  0.177
H  -4.8345  -3.2432  1.7076  0.146
H  -3.6110  -3.9045  0.6063  0.128
H  -1.8287  -2.7966  2.0741  0.107
H  -3.1287  -1.8987  2.8652  0.138
H  -3.4853  -0.6579  1.0186  0.052
H  -3.0508  -1.8437  -0.0252  0.035
S  -0.9220  -2.8089  -1.1428  0.667
C  0.4893  -3.7180  -0.7969  -0.699
N  1.0392  -4.4022  -1.8305  0.068
C  2.1348  -5.1865  -1.7250  -0.031
C  2.7714  -5.3102  -0.5273  -0.022
C  2.2542  -4.6195  0.5781  -0.002
C  1.1202  -3.8515  0.4499  -0.078
H  0.5892  -4.2898  -2.7307  0.151
H  2.4613  -5.6938  -2.6210  0.144
H  3.6525  -5.9274  -0.4388  0.125
H  2.7483  -4.6881  1.5385  0.130
H  0.7287  -3.3005  1.2865  0.094

Force components x, y, z for each atom (eV/Å):
-0.8 -0.5 0.0
0.0 0.1 0.2
0.1 0.1 -0.1
-0.1 0.0 0.1
0.0 0.0 0.0
0.1 0.0 -0.1
0.0 -0.1 0.1
-0.2 -0.1 -0.1
0.3 0.0 0.1
0.4 0.0 0.3
0.1 -0.2 -0.3
-0.2 0.1 0.0
0.4 -0.1 -0.2
-0.5 0.0 0.2
0.0 0.2 -0.1
0.1 -0.2 0.2
0.0 0.3 -0.2
0.1 -0.1 0.1
0.0 0.0 0.0
0.0 0.0 0.0
0.1 0.0 -0.1
-0.1 -0.1 0.1
0.0 -0.1 -0.1
0.0 0.0 0.0
0.0 0.0 0.0
0.0 0.0 0.0
0.0 0.0 0.0
-0.1 0.1 0.0
0.0 0.2 0.1
0.0 0.0 0.0
0.0 0.0 0.0
0.0 0.0 0.0
0.0 0.0 0.0
0.0 0.0 0.0
0.0 0.0 0.0
0.0 0.0 0.0
0.0 0.0 0.0
0.0 0.5 -0.2
0.1 -0.2 0.0
0.1 0.2 -0.2
0.0 0.0 0.0
0.0 0.0 0.1
0.0 -0.1 0.0
0.0 -0.1 0.0
0.0 -0.2 0.1
0.0 0.0 0.0
0.1 0.0 0.0
0.0 0.0 0.1
0.0 0.0 0.0
-0.4 0.3 -0.1
0.2 0.0 0.1
0.1 0.0 0.2
0.1 -0.1 -0.1
0.1 0.0 0.2
-0.1 0.0 -0.1
0.1 0.0 -0.2
0.0 0.0 0.0
0.0 0.1 -0.1
0.0 0.0 -0.1
0.0 0.0 0.0
0.0 0.1 0.0

Kohn-Sham gap   6.11 eV
Charge   +2
Spin multiplicity   1
HOMO energy   -0.443 Ha
ΔE to the lowest compared entry with this formula, charge and spin   1.2470 eV

---

4.
DFT (the ωB97M-V functional and the def2-TZVPD basis) results for a molecular structure, C4H7NO.

Last column: Löwdin charge in e.
Geometry (Å):
C  -1.7050  -0.3668  -0.2620  -0.210
N  -1.2856  0.9274  0.2924  0.039
C  -0.4716  0.0470  -0.9540  -0.111
C  0.7684  -0.5434  -0.3607  -0.320
C  1.8368  0.2149  0.2783  -0.116
O  0.9500  -0.5833  1.0699  -0.084
H  -1.6311  -1.1583  0.4839  0.119
H  -2.6618  -0.3413  -0.7815  0.101
H  -0.6725  0.7756  1.0981  0.095
H  -0.7699  1.3534  -0.6469  0.117
H  1.0466  -1.4754  -0.8581  0.144
H  2.8646  -0.1442  0.2386  0.111
H  1.7311  1.2944  0.4019  0.115

Force components x, y, z for each atom (eV/Å):
-0.1 -0.1 0.0
0.1 0.1 0.1
0.1 -0.4 0.0
0.0 0.0 -0.2
0.2 0.1 -0.1
-0.1 -0.1 0.2
0.0 0.1 -0.1
0.2 0.0 0.1
-0.1 0.0 -0.1
0.0 0.2 0.1
0.0 0.1 0.1
-0.2 0.1 0.0
0.0 -0.2 0.0

Kohn-Sham gap   9.76 eV
Charge   0
Spin multiplicity   1
HOMO energy   -0.318 Ha
ΔE to the lowest compared entry with this formula, charge and spin   5.7209 eV

---

5.
DFT (the ωB97M-V functional and the def2-TZVPD basis) results for a molecular structure, C24H24Cl2N4O3SW at a distorted geometry.

Last column: Löwdin charge in e.
Geometry (Å):
W  -1.1397  -0.4870  0.2696  1.708
Cl  -2.4706  3.2561  -5.3329  0.746
C  -2.3185  2.7752  -3.6933  -0.668
C  -2.0279  1.4422  -3.4202  -0.022
C  -1.8945  1.0370  -2.1062  -0.201
N  -1.6210  -0.2930  -1.6391  -0.081
C  -1.7347  -1.4146  -2.4798  -0.399
O  -1.9026  -1.4035  -3.6645  0.167
C  -1.6415  -2.6977  -1.7001  -0.174
C  -1.7612  -3.9254  -2.3065  0.052
C  -1.6993  -5.0623  -1.5087  0.019
C  -1.5215  -4.9224  -0.1403  -0.004
C  -1.4104  -3.6536  0.3955  -0.084
N  -1.4607  -2.5567  -0.3755  -0.070
C  -2.0481  1.9540  -1.0613  -0.197
C  -2.3529  3.2745  -1.3298  -0.021
C  -2.4847  3.6846  -2.6540  -0.667
Cl  -2.8574  5.3297  -2.9611  0.749
N  -1.8766  1.3544  0.2353  -0.077
C  -2.0806  2.0648  1.4230  -0.420
O  -2.4058  3.2142  1.5190  0.158
C  -1.8307  1.2161  2.6454  -0.184
C  -2.0254  1.7138  3.9130  0.050
C  -1.7689  0.8798  4.9938  0.017
C  -1.3222  -0.4148  4.7628  -0.005
C  -1.1534  -0.8431  3.4614  -0.090
N  -1.4019  -0.0401  2.4147  -0.066
H  -1.9156  0.7536  -4.2406  0.109
H  -1.9104  -3.9684  -3.3766  0.142
H  -1.7982  -6.0449  -1.9501  0.135
H  -1.4782  -5.7822  0.5126  0.128
H  -1.2881  -3.4997  1.4591  0.110
H  -2.4948  3.9948  -0.5427  0.107
H  -2.3742  2.7309  4.0268  0.142
H  -1.9171  1.2346  6.0049  0.134
H  -1.1109  -1.0909  5.5788  0.128
H  -0.8102  -1.8446  3.2392  0.110
C  4.6988  -0.2875  -1.9976  -0.096
C  4.2597  -1.4593  -1.1279  -0.275
C  3.3719  -1.0511  0.0469  -0.310
S  1.8380  -0.3298  -0.5778  1.115
O  0.7609  -0.7745  0.5462  -0.634
C  1.9914  1.4590  -0.3523  -0.305
C  1.7250  2.0167  1.0428  -0.259
C  2.7443  1.6746  2.1215  -0.080
H  5.3881  -0.6221  -2.7697  0.092
H  5.2100  0.4771  -1.4087  0.089
H  3.8563  0.1795  -2.5179  0.071
H  5.1309  -1.9513  -0.6931  0.129
H  3.7457  -2.2123  -1.7289  0.116
H  3.8508  -0.3301  0.7033  0.091
H  3.0292  -1.9072  0.6310  0.110
H  1.2923  1.8684  -1.0858  0.099
H  3.0056  1.6664  -0.7052  0.105
H  0.7239  1.7238  1.3703  0.073
H  1.6786  3.0986  0.9003  0.136
H  2.6701  0.6354  2.4446  0.073
H  2.5737  2.2939  3.0005  0.090
H  3.7651  1.8666  1.7853  0.090

Force components x, y, z for each atom (eV/Å):
1.1 -0.1 0.1
0.0 0.0 0.0
0.0 0.0 0.0
0.0 0.0 -0.1
0.0 -0.2 0.0
0.0 0.1 0.0
-0.4 0.0 0.2
0.1 0.0 0.0
0.1 0.0 0.0
0.0 0.0 0.0
0.0 0.0 0.0
0.1 0.0 0.0
-0.1 0.0 0.0
-0.4 0.2 0.3
-0.1 0.0 0.2
0.1 0.0 0.0
0.0 0.0 0.0
0.0 0.0 0.0
0.1 -0.1 -0.2
-0.3 -0.2 0.1
0.1 0.0 0.0
0.1 0.0 -0.1
0.0 0.0 0.0
0.0 0.0 0.0
0.0 0.1 0.0
-0.1 0.0 0.0
-0.4 -0.2 -0.1
0.0 0.0 0.0
0.0 0.0 0.0
0.0 0.0 0.0
0.0 0.0 0.0
0.0 0.0 0.0
0.0 0.0 0.0
0.0 0.0 0.0
0.0 0.0 0.0
0.0 0.0 0.0
0.0 0.0 0.0
0.0 0.0 0.0
0.0 0.0 0.0
0.0 0.0 0.1
0.0 -0.1 0.0
-0.1 0.5 -0.4
0.0 0.0 0.0
0.0 0.0 0.0
0.0 0.0 0.0
0.0 0.0 0.0
0.0 0.0 0.0
0.0 0.0 0.0
0.0 0.0 0.0
0.0 0.0 0.0
0.0 0.0 0.1
0.0 0.0 0.0
0.0 0.0 0.0
0.0 0.0 0.0
0.0 0.0 0.0
0.0 0.0 0.0
0.0 0.0 0.0
0.0 0.0 0.0
0.0 0.0 0.0

Kohn-Sham gap (spin up / spin down)   6.10 / 6.15 eV
Charge   +2
Spin multiplicity   1
HOMO energy (spin up / spin down)   -0.491 / -0.491 Ha
ΔE to the lowest compared entry with this formula, charge and spin   0.0103 eV

---

6.
DFT (the ωB97M-V functional and the def2-TZVPD basis) results for a molecular structure, C8H23BN3O6Pd at a distorted geometry.

Last column: Löwdin charge in e.
Geometry (Å):
Pd  0.9972  -0.2258  -0.1085  0.960
B  0.8953  -2.5864  -0.0963  -0.472
H  -0.1756  -2.1321  -0.0231  -0.065
H  0.7785  -3.7170  0.1436  -0.052
H  1.1699  -2.4181  -1.2202  -0.073
H  1.7360  -2.0932  0.5276  -0.037
C  2.2563  1.7674  1.0519  -0.948
O  2.5564  0.5035  1.1254  -0.173
O  1.3852  2.0175  0.1208  -0.152
O  2.8560  2.6075  1.7703  -0.082
C  -0.7079  -0.4785  -2.9170  -0.114
O  -0.6806  -0.0985  -1.5813  -0.289
C  -1.6133  0.8715  -1.1862  -0.188
C  -1.8481  0.9427  0.3575  -0.133
N  -0.8572  0.0755  1.0676  -0.105
C  -0.7724  0.4782  2.5162  -0.158
C  -1.7714  -0.2688  3.4006  -0.202
O  -3.1234  -0.0220  3.0220  -0.218
C  -3.7308  1.0725  3.6729  -0.115
H  -0.2339  0.1992  -3.6333  0.090
H  -1.7246  -0.7309  -3.2403  0.088
H  -0.1640  -1.4172  -3.0417  0.085
H  -2.5909  0.6485  -1.6416  0.110
H  -1.3520  1.8523  -1.6000  0.125
H  -2.8639  0.6710  0.6380  0.104
H  -1.6613  1.9411  0.7469  0.112
H  -1.2528  -0.8559  1.1899  0.089
H  -0.8279  1.5579  2.6360  0.120
H  0.2059  0.1148  2.8462  0.126
H  -1.6414  -0.0477  4.4637  0.122
H  -1.5727  -1.3284  3.2193  0.126
H  -4.6202  1.2931  3.0737  0.085
H  -3.0540  1.9285  3.7214  0.090
H  -4.1417  0.7498  4.6393  0.083
C  3.2087  -0.3100  -2.8098  -0.632
O  2.2958  -0.1942  -2.0149  -0.010
N  3.6156  0.7525  -3.5685  0.157
N  3.8824  -1.4923  -3.0089  0.165
H  3.0276  1.5411  -3.3304  0.116
H  4.1652  0.6713  -4.3957  0.083
H  4.5937  -1.5102  -3.7133  0.081
H  3.3564  -2.3300  -2.8196  0.103

Force components x, y, z for each atom (eV/Å):
1.2 1.6 0.8
-0.4 -0.8 -0.8
-1.4 0.4 0.4
0.1 -1.3 0.4
0.4 -0.4 -1.5
1.0 0.6 1.2
1.6 0.8 0.3
0.0 -1.1 0.7
-1.0 0.2 -0.2
-1.0 -0.3 -0.7
-0.1 -1.1 -0.9
-0.5 0.0 0.1
-1.3 0.7 -0.2
1.3 -0.6 -0.2
-1.5 0.6 1.8
0.7 -0.6 0.0
-0.1 0.3 -0.7
0.0 -0.3 0.0
-0.5 -0.7 -0.5
-0.2 0.6 0.3
-0.2 0.4 0.0
0.2 0.0 0.5
0.1 -0.2 -0.1
0.4 0.0 0.3
-0.1 -0.1 -0.2
0.0 0.2 -0.4
0.2 -0.2 -0.9
0.1 0.1 -0.1
0.1 0.5 0.1
0.2 0.0 0.0
-0.3 -0.1 0.3
0.2 0.4 0.0
-0.2 0.1 0.2
0.5 0.3 0.2
0.0 -0.6 0.0
0.3 0.1 -0.6
-0.6 0.2 1.0
-0.2 0.3 0.0
0.5 0.3 -0.5
0.0 0.2 -0.2
0.0 -0.2 -0.1
0.1 0.0 0.3

Kohn-Sham gap (spin up / spin down)   5.97 / 6.57 eV
Charge   -1
Spin multiplicity   3
HOMO energy (spin up / spin down)   -0.121 / -0.143 Ha
<S²>   2.01
ΔE to the lowest compared entry with this formula, charge and spin   0.9604 eV